Below is a 16-piece molecular cluster, C82H212N16O25 overall, with properties calculated with wB97M-V/def2-TZVPD.

The geometry in XYZ format:
```
335
C82H212N16O25 | OMol25 | wB97M-V/def2-TZVPD
C 31.052 19.717 17.233
C 31.279 21.195 17.634
C 30.572 22.069 16.678
O 29.193 21.659 16.617
C 28.415 22.605 15.969
N 31.035 21.206 19.085
H 31.336 19.520 16.198
H 29.995 19.453 17.385
H 31.668 19.194 17.952
H 32.337 21.476 17.534
H 31.018 22.020 15.661
H 30.698 23.116 17.054
H 28.451 23.553 16.499
H 27.401 22.213 16.031
H 28.713 22.745 14.917
H 31.431 22.080 19.418
H 30.050 21.167 19.371
C 24.191 22.889 22.227
C 22.809 22.328 21.893
C 22.873 20.850 21.477
O 21.564 20.334 21.207
C 21.513 18.939 21.000
N 21.955 22.473 23.055
H 24.608 22.269 23.034
H 24.079 23.895 22.650
H 24.909 22.980 21.394
H 22.405 22.907 21.052
H 23.357 20.356 22.354
H 23.521 20.672 20.621
H 20.482 18.673 20.786
H 21.776 18.450 21.935
H 22.213 18.573 20.246
H 21.731 23.454 23.172
H 21.075 21.993 23.055
C 29.488 26.597 16.286
C 29.754 26.639 17.821
C 31.226 26.721 18.132
O 31.601 27.992 17.684
C 32.972 28.263 17.915
N 29.040 27.684 18.493
H 30.001 27.377 15.725
H 28.424 26.682 16.042
H 29.800 25.612 15.952
H 29.473 25.647 18.227
H 31.927 25.972 17.729
H 31.433 26.710 19.235
H 33.636 27.529 17.469
H 33.073 28.318 19.004
H 33.131 29.267 17.543
H 29.415 27.892 19.412
H 29.201 28.575 18.010
C 21.428 19.468 10.417
C 22.884 19.015 10.268
C 23.238 17.934 11.262
O 22.174 16.986 11.432
C 22.194 15.863 10.571
N 23.083 18.753 8.845
H 21.066 19.656 11.426
H 20.781 18.664 10.031
H 21.274 20.321 9.780
H 23.541 19.835 10.536
H 23.463 18.342 12.273
H 24.117 17.398 10.854
H 22.079 16.274 9.547
H 21.290 15.341 10.837
H 23.081 15.247 10.623
H 24.026 18.360 8.756
H 22.516 18.003 8.499
C 16.091 21.274 13.715
C 17.223 20.709 14.604
C 16.911 20.898 16.125
O 16.695 22.241 16.376
C 16.400 22.529 17.741
N 17.454 19.241 14.357
H 15.144 20.765 13.985
H 16.267 21.130 12.656
H 15.936 22.346 13.951
H 18.164 21.200 14.409
H 17.796 20.531 16.664
H 16.093 20.189 16.336
H 17.217 22.053 18.314
H 15.424 22.116 18.018
H 16.507 23.601 17.860
H 17.592 19.107 13.367
H 16.660 18.600 14.520
C 26.948 20.392 21.238
C 27.350 20.553 19.795
C 26.359 19.868 18.820
O 25.983 18.637 19.222
C 25.148 17.902 18.371
N 27.647 21.973 19.511
H 26.967 19.323 21.487
H 25.935 20.763 21.451
H 27.633 20.931 21.884
H 28.323 20.055 19.698
H 26.809 19.884 17.808
H 25.455 20.511 18.750
H 24.301 18.497 18.028
H 24.783 17.010 18.865
H 25.628 17.630 17.431
H 26.760 22.484 19.478
H 28.130 22.162 18.645
C 17.883 19.529 10.191
C 17.833 18.139 9.605
C 17.021 17.175 10.512
O 17.389 17.146 11.887
C 18.594 16.440 12.213
N 17.330 18.126 8.250
H 16.886 20.010 10.215
H 18.588 20.122 9.604
H 18.213 19.562 11.241
H 18.856 17.721 9.545
H 17.054 16.144 10.094
H 15.980 17.537 10.465
H 19.488 17.020 11.985
H 18.630 15.437 11.797
H 18.497 16.398 13.302
H 17.377 17.223 7.786
H 16.366 18.392 8.149
C 18.224 14.973 15.852
O 17.077 15.260 15.087
C 16.115 16.020 15.853
C 14.845 16.212 15.062
N 15.097 17.069 13.900
C 13.894 17.657 13.227
C 13.235 16.787 12.257
O 12.541 15.793 12.901
C 11.980 14.855 12.036
H 18.969 14.522 15.200
H 17.996 14.232 16.648
H 18.618 15.821 16.386
H 16.575 16.983 16.114
H 15.885 15.450 16.757
H 14.110 16.707 15.715
H 14.420 15.225 14.798
H 15.722 16.597 13.241
H 14.145 18.610 12.745
H 13.133 17.936 13.944
H 13.970 16.331 11.536
H 12.560 17.406 11.635
H 11.608 14.082 12.702
H 12.681 14.376 11.328
H 11.180 15.386 11.470
C 31.579 29.383 21.123
O 30.383 28.527 21.298
C 30.393 27.763 22.476
C 29.034 27.073 22.651
N 28.901 26.077 21.605
C 27.599 25.389 21.475
C 26.519 26.270 20.878
O 25.387 25.478 20.968
C 24.245 26.214 20.567
H 32.442 28.708 21.188
H 31.605 30.065 21.971
H 31.451 29.877 20.160
H 30.440 28.465 23.336
H 31.142 26.974 22.600
H 28.309 27.908 22.517
H 28.883 26.621 23.650
H 29.167 26.473 20.714
H 27.208 25.047 22.450
H 27.671 24.557 20.782
H 26.764 26.526 19.836
H 26.429 27.214 21.466
H 24.134 27.097 21.237
H 23.372 25.566 20.727
H 24.277 26.555 19.543
C 20.793 28.672 13.986
O 21.695 27.638 14.351
C 21.967 27.485 15.727
C 23.042 28.407 16.208
N 24.252 28.128 15.425
C 25.289 29.106 15.704
C 25.908 29.114 17.099
O 25.132 29.759 18.093
C 25.696 29.676 19.402
H 19.974 28.622 14.707
H 20.495 28.402 12.985
H 21.286 29.648 14.081
H 22.322 26.449 15.842
H 21.046 27.591 16.360
H 23.262 28.289 17.268
H 22.782 29.487 16.120
H 23.964 28.239 14.462
H 24.980 30.142 15.536
H 26.179 28.902 15.106
H 26.873 29.656 17.103
H 26.167 28.095 17.451
H 26.428 30.461 19.554
H 26.235 28.741 19.615
H 24.859 29.783 20.093
C 15.373 12.548 17.008
O 16.069 12.893 18.199
C 15.217 13.335 19.251
C 16.064 13.450 20.482
N 17.332 14.187 20.338
C 17.130 15.611 20.014
C 18.562 16.221 20.054
O 18.648 17.594 19.860
C 18.138 18.097 18.649
H 14.516 11.895 17.262
H 16.021 12.042 16.266
H 14.945 13.440 16.532
H 14.530 12.480 19.436
H 14.645 14.249 18.998
H 16.362 12.441 20.789
H 15.440 13.797 21.312
H 17.862 13.723 19.605
H 16.434 16.005 20.754
H 16.719 15.805 19.010
H 19.205 15.595 19.407
H 18.904 16.089 21.075
H 18.657 17.642 17.808
H 18.367 19.168 18.708
H 17.068 17.905 18.655
C 30.493 18.560 9.410
O 30.129 19.383 10.495
C 30.814 19.058 11.721
C 30.374 19.925 12.899
N 29.109 19.435 13.495
C 27.938 19.539 12.594
C 26.641 19.573 13.337
O 26.563 20.859 13.915
C 25.340 21.042 14.656
H 30.224 17.508 9.644
H 31.592 18.601 9.325
H 29.961 18.868 8.492
H 31.863 19.308 11.632
H 30.640 18.001 11.987
H 30.267 20.924 12.477
H 31.210 19.864 13.629
H 28.879 19.954 14.328
H 27.799 18.696 11.914
H 27.942 20.414 11.953
H 26.574 18.789 14.120
H 25.780 19.424 12.680
H 25.118 20.300 15.424
H 24.555 21.031 13.899
H 25.277 22.059 15.051
C 20.511 24.931 18.550
O 20.502 24.925 17.128
C 19.447 24.132 16.593
C 19.448 24.288 15.097
N 18.955 25.576 14.672
C 19.068 25.915 13.282
C 18.230 25.135 12.302
O 18.689 23.805 12.117
C 18.108 23.213 10.980
H 19.600 25.417 18.955
H 21.377 25.460 18.946
H 20.519 23.901 18.947
H 18.482 24.445 17.017
H 19.698 23.089 16.855
H 18.819 23.518 14.654
H 20.473 24.082 14.736
H 19.467 26.294 15.173
H 20.128 25.899 12.955
H 18.738 26.945 13.137
H 18.229 25.643 11.322
H 17.182 25.180 12.681
H 18.577 22.234 10.867
H 18.313 23.831 10.080
H 17.020 23.091 11.115
C 21.843 16.184 16.716
O 23.178 15.901 16.254
C 23.511 16.710 15.162
C 24.926 16.445 14.675
N 25.164 15.131 14.215
C 24.780 14.844 12.869
C 25.273 13.421 12.461
O 24.637 12.558 13.385
C 25.146 11.203 13.227
H 21.852 17.190 17.135
H 21.678 15.352 17.395
H 21.206 16.145 15.834
H 23.433 17.770 15.393
H 22.712 16.503 14.446
H 25.503 16.661 15.575
H 25.079 17.135 13.846
H 24.795 14.434 14.832
H 25.248 15.549 12.177
H 23.688 14.853 12.765
H 26.356 13.329 12.535
H 24.984 13.133 11.439
H 24.648 10.637 14.006
H 26.242 11.175 13.378
H 24.944 10.818 12.208
C 25.382 24.648 16.773
O 24.721 23.416 16.941
C 23.606 23.568 17.726
C 22.933 22.184 17.964
N 22.303 21.656 16.757
C 21.443 20.536 17.109
C 20.564 20.005 15.982
O 21.444 19.306 15.118
C 20.716 18.802 13.994
H 26.149 24.520 15.995
H 25.792 24.947 17.749
H 24.694 25.396 16.368
H 22.888 24.256 17.247
H 23.827 24.039 18.705
H 22.167 22.294 18.763
H 23.674 21.462 18.386
H 22.969 21.331 16.053
H 20.818 20.867 17.956
H 22.023 19.683 17.521
H 20.068 20.859 15.499
H 19.762 19.328 16.298
H 20.473 19.680 13.364
H 19.775 18.280 14.224
H 21.382 18.199 13.401
C 23.379 30.666 12.102
O 23.869 29.369 12.441
C 24.289 28.672 11.291
C 24.779 27.343 11.760
N 23.681 26.485 12.229
C 24.177 25.388 13.054
C 23.191 24.323 13.497
O 23.124 23.326 12.491
C 22.036 22.493 12.700
H 23.289 31.245 13.010
H 22.377 30.511 11.699
H 24.019 31.181 11.372
H 25.067 29.230 10.727
H 23.414 28.568 10.606
H 25.507 27.483 12.581
H 25.311 26.892 10.910
H 23.087 27.063 12.827
H 24.735 25.820 13.923
H 24.965 24.918 12.449
H 22.224 24.797 13.615
H 23.479 23.898 14.483
H 21.985 21.844 11.815
H 21.090 23.076 12.729
H 22.035 21.847 13.590
```

The value obtained for the LUMO energy is 0.538 eV. As for the multiplicity: 1. The total energy is -163485.581 eV. The maximum force comes out at 2.843 eV/Å. The frontier orbital gap comes out at 8.69 eV. The calculation puts the HOMO energy at -8.154 eV.